[1]
{"formula": "C5H9NO6", "method": "the ωB97M-V functional and the def2-TZVPD basis", "species": ["C", "C", "O", "C", "O", "O", "N", "C", "O", "C", "O", "O", "H", "H", "H", "H", "H", "H", "H", "H", "H"], "xyz": [[0.52350, 0.72963, 1.64708], [-0.23307, 0.09547, 0.49708], [-1.67574, 0.15933, 0.69416], [0.24554, -1.40507, 0.18014], [-0.76192, -2.23983, -0.11548], [1.08040, -2.14788, 1.03262], [1.01456, -0.84939, -0.95661], [0.49624, 0.44378, -0.78807], [1.42626, 1.44889, -0.76882], [-0.56661, 1.00033, -1.88277], [-0.45403, 2.13476, -2.44301], [-1.61306, 0.28790, -2.15349], [1.62631, 0.63039, 1.58235], [-0.04517, 0.51278, 2.53803], [0.51992, 1.76829, 1.66618], [-1.95525, 1.11771, 0.56854], [-1.60096, -1.77065, -0.33614], [0.36881, -2.58035, 1.53578], [1.79049, -1.04168, -1.63895], [1.09096, 1.94212, -1.45261], [-1.99496, 0.63744, -2.95995]], "forces_ev_per_angstrom": [[0.15, -0.83, 0.00], [0.61, -1.01, 1.56], [1.11, 1.78, -0.95], [1.92, 0.48, -0.63], [-2.38, -0.82, -0.69], [-1.25, 0.87, 0.16], [-0.20, 0.37, -0.29], [-1.75, 0.91, -2.36], [1.44, -1.62, 2.60], [1.05, 3.63, -1.23], [0.50, -3.24, 1.78], [-0.44, -1.93, 0.25], [-0.75, -1.10, 0.53], [0.69, -0.85, 0.73], [-0.73, 2.33, -0.78], [0.47, -1.75, 0.29], [0.96, -0.14, 0.25], [0.81, -0.45, 0.35], [-1.29, -0.37, 1.54], [-0.45, 3.34, -2.78], [-0.46, 0.40, -0.34]], "homo_lumo_gap_ev": 9.896, "smiles": "C[C@]1(O)C(O)(O)N[C@@]1(O)C(=O)O", "total_energy_ha": -702.07361, "e_above_lowest_ev": 0.742, "largest_force_ev_per_a": 4.37, "multiplicity": 1, "homo_ha": -0.350}

[2]
{"formula": "C5H9NOS", "method": "the ωB97M-V functional and the def2-TZVPD basis", "species": ["C", "C", "C", "C", "C", "H", "H", "H", "H", "H", "H", "H", "H", "H", "N", "O", "S"], "xyz": [[2.52221, 0.70239, -1.23117], [1.33733, 1.02643, -0.04245], [0.33615, -0.29699, 0.04630], [-0.39215, -0.41849, 1.23650], [-0.52464, -0.32758, -1.12630], [2.57521, -0.57782, -1.43715], [3.58667, 1.40717, -0.92590], [1.99189, 1.33878, -2.10321], [1.72978, 1.15388, 1.06983], [0.73493, 2.10185, -0.57646], [2.10700, -0.68893, 0.62620], [-0.00294, 0.10446, 2.14874], [-0.20511, -1.44371, 1.76839], [0.05190, -0.34359, -2.16769], [-1.73239, 0.07483, -0.86789], [1.33474, -1.37000, 0.19961], [-1.92462, 0.20435, 0.79864]], "forces_ev_per_angstrom": [[-0.70, 1.51, 0.45], [-0.72, 1.22, -1.83], [6.26, 0.30, -1.17], [-0.19, -1.23, 5.95], [-0.20, 1.10, -2.10], [0.32, 4.34, 0.54], [-3.14, -2.75, -1.02], [1.78, -2.03, 1.43], [-0.71, 0.16, -2.35], [1.73, -3.30, 2.43], [-2.52, -3.66, -1.58], [-0.06, 0.67, -1.10], [-1.41, 0.88, -1.80], [-2.04, -0.18, 2.02], [1.70, -1.02, -1.12], [3.11, 3.24, 0.88], [-3.21, 0.74, 0.38]], "homo_lumo_gap_ev": 9.032, "total_energy_ha": -723.88319, "e_above_lowest_ev": 6.438, "largest_force_ev_per_a": 6.38, "multiplicity": 1, "homo_ha": -0.310}

[3]
{"formula": "C5H9NOS", "method": "the ωB97M-V functional and the def2-TZVPD basis", "species": ["C", "C", "C", "C", "C", "H", "H", "H", "H", "H", "H", "H", "H", "H", "N", "O", "S"], "xyz": [[1.11949, 0.24547, 0.58411], [1.31567, 0.80498, -0.81697], [0.10300, -0.15851, -0.52681], [-1.33575, 0.22908, -0.69111], [-2.12556, 0.78285, 0.40186], [1.49336, -0.97455, 2.10360], [1.64063, -1.86778, 0.48993], [0.79846, 1.00276, 1.25854], [2.08535, 0.56105, -1.44438], [1.22585, 1.94524, -0.93341], [0.14232, -2.38474, -0.63701], [-1.64095, 0.41622, -1.74589], [-2.94088, 1.53606, 0.27682], [-1.80743, 0.87888, 1.44138], [1.97401, -0.71568, 1.09317], [0.48510, -1.47078, -1.03991], [-2.53266, -0.83058, 0.18608]], "forces_ev_per_angstrom": [[-1.36, 0.82, -2.61], [-2.60, 1.95, 1.73], [1.96, -0.56, -0.18], [0.64, -0.75, -0.85], [-1.27, 3.93, 2.21], [1.82, 0.71, -2.92], [1.47, 4.66, 2.02], [-0.30, 0.34, 0.67], [1.76, -1.60, -1.32], [-0.74, -1.80, 0.41], [0.24, 3.59, -0.65], [0.17, 0.11, 1.04], [0.83, -0.55, -0.60], [1.09, 0.54, -0.52], [-1.78, -6.31, 2.53], [-1.04, -1.46, 0.21], [-0.89, -3.61, -1.17]], "homo_lumo_gap_ev": 9.318, "total_energy_ha": -723.93152, "e_above_lowest_ev": 5.123, "largest_force_ev_per_a": 7.03, "multiplicity": 1, "homo_ha": -0.322}

Please write out number 3 again, unchanged.
{"formula": "C5H9NOS", "method": "the ωB97M-V functional and the def2-TZVPD basis", "species": ["C", "C", "C", "C", "C", "H", "H", "H", "H", "H", "H", "H", "H", "H", "N", "O", "S"], "xyz": [[1.11949, 0.24547, 0.58411], [1.31567, 0.80498, -0.81697], [0.10300, -0.15851, -0.52681], [-1.33575, 0.22908, -0.69111], [-2.12556, 0.78285, 0.40186], [1.49336, -0.97455, 2.10360], [1.64063, -1.86778, 0.48993], [0.79846, 1.00276, 1.25854], [2.08535, 0.56105, -1.44438], [1.22585, 1.94524, -0.93341], [0.14232, -2.38474, -0.63701], [-1.64095, 0.41622, -1.74589], [-2.94088, 1.53606, 0.27682], [-1.80743, 0.87888, 1.44138], [1.97401, -0.71568, 1.09317], [0.48510, -1.47078, -1.03991], [-2.53266, -0.83058, 0.18608]], "forces_ev_per_angstrom": [[-1.36, 0.82, -2.61], [-2.60, 1.95, 1.73], [1.96, -0.56, -0.18], [0.64, -0.75, -0.85], [-1.27, 3.93, 2.21], [1.82, 0.71, -2.92], [1.47, 4.66, 2.02], [-0.30, 0.34, 0.67], [1.76, -1.60, -1.32], [-0.74, -1.80, 0.41], [0.24, 3.59, -0.65], [0.17, 0.11, 1.04], [0.83, -0.55, -0.60], [1.09, 0.54, -0.52], [-1.78, -6.31, 2.53], [-1.04, -1.46, 0.21], [-0.89, -3.61, -1.17]], "homo_lumo_gap_ev": 9.318, "total_energy_ha": -723.93152, "e_above_lowest_ev": 5.123, "largest_force_ev_per_a": 7.03, "multiplicity": 1, "homo_ha": -0.322}